The following is a quantum chemistry calculation of C3H5N5 as an isolated structure at a distorted geometry, from OMol25.

- Lowest unoccupied orbital energy: 0.0 eV
- Molar mass: 111.1 g/mol
- Largest force on an atom: 7.09 eV/A
- Total charge: 0
- Energy above the lowest of the compared OMol25 structures with the same formula, charge and spin: 623.24 kJ/mol
- Highest occupied orbital energy: -8.85 eV

```
13
Properties=species:S:1:pos:R:3:nbo_charge:R:1
C 2.40768 0.03102 0.00267 -0.442
C 0.11517 -0.50732 0.06841 0.320
C -0.67176 0.85790 -0.23557 -0.028
H 2.89678 0.23692 1.25194 0.203
H 1.95645 1.06430 -0.25444 0.178
H 3.16152 -0.54016 -0.76558 0.243
H -0.06642 1.75366 -0.25563 0.194
H -3.65386 -0.15425 -0.01854 0.407
N 1.26727 -0.86280 0.15556 -0.428
N -1.91750 1.02628 0.06037 -0.214
N -2.54847 -0.12391 0.17754 -0.193
N -2.11457 -1.31358 0.05770 0.028
N -0.83227 -1.46807 -0.24443 -0.268
```